Formula: C12H15NO5S
Source: OMol25
Level of theory: the ωB97M-V functional and the def2-TZVPD basis

E (eV): -35250.2222
Energy above the lowest of the compared OMol25 structures with the same formula, charge and spin (kcal/mol): 39.05
SMILES: CCS(=O)(=O)c1ccc2c(c1)NC(=O)[C@@H](CCO)O2
HOMO-LUMO gap (eV): 9.57
E_HOMO (eV): -9.13

Element x y z (Å)
S 1.94536 2.36819 -1.74239
O 1.96039 2.27059 -3.17649
O -2.27095 -1.21692 3.20418
O -0.38023 -2.57839 0.51360
O -4.66518 -1.78622 1.80442
O 1.28404 3.49617 -1.14329
N -0.96250 -0.16216 1.70770
C -1.58045 -2.46587 1.26803
C 1.21323 0.86911 -1.07250
C 0.38672 0.96454 0.03011
C 3.66902 2.31794 -1.14449
C -0.16368 -0.18846 0.56624
C 3.66734 2.35025 0.36541
C -2.80447 -2.45898 0.33054
C 0.95756 -1.50681 -1.12108
C 0.11672 -1.43327 -0.01634
C -1.62998 -1.24068 2.17418
C 1.50707 -0.35164 -1.64930
C -4.12178 -2.82078 1.03525
H -4.08682 -1.60855 2.56157
H 4.15214 3.19155 -1.57439
H -1.60758 -3.36583 1.89340
H 4.67869 2.44403 0.75487
H 3.08167 3.20257 0.70172
H 0.18042 1.93682 0.44916
H -2.90638 -1.47830 -0.14060
H 2.14176 -0.38395 -2.51975
H -4.87393 -3.03861 0.27204
H 4.11048 1.41444 -1.55458
H -1.04862 0.70697 2.22000
H -2.61322 -3.19708 -0.45079
H 3.22370 1.44142 0.76731
H -3.97122 -3.72642 1.64086
H 1.16659 -2.47504 -1.54562

Atom charges from the natural (NBO) analysis, given in e for atoms 1 to 5: atom 1 (S): 2.1748, atom 2 (O): -0.9388, atom 3 (O): -0.6163, atom 4 (O): -0.4851, atom 5 (O): -0.7289


Formula: C5H8O2
Source: OMol25
Level of theory: the ωB97M-V functional and the def2-TZVPD basis

E (eV): -9407.8551
Energy above the lowest of the compared OMol25 structures with the same formula, charge and spin (kcal/mol): 45.59
SMILES: C/C=C\O.C=C=O
HOMO-LUMO gap (eV): 9.52
E_HOMO (eV): -8.91

Element x y z (Å)
O 3.61190 1.23573 1.71734
O -1.48051 0.96280 0.60396
C 2.63676 0.61075 1.55880
C 1.53835 -0.08580 1.39176
C -1.74306 -0.29242 0.10972
C -0.12284 -0.00139 -1.77807
C -1.12666 -0.76690 -0.96717
H 0.73446 -0.63166 -2.03783
H -1.39074 -1.77393 -1.27908
H 0.59059 0.43156 1.27397
H -2.06072 1.13300 1.35302
H -2.47109 -0.88023 0.66573
H 0.24694 0.86934 -1.22971
H -0.56664 0.35417 -2.71565
H 1.60327 -1.16502 1.33321

Atom charges from the natural (NBO) analysis, given in e for atoms 1 to 5: atom 1 (O): -0.4668, atom 2 (O): -0.7028, atom 3 (C): 0.7208, atom 4 (C): -0.8068, atom 5 (C): 0.1076


Q: E of number 1 (C12H15NO5S)?
A: -35250.2222 eV


Q: What is the formula in the second record?
A: C5H8O2